Entry 1:
Density functional theory data (ωB97M-V/def2-TZVPD) for one molecule with the formula C2H5NO2 at a distorted geometry.

Computed properties:
Maximum force ... 3.94 eV/A
Multiplicity ... 1
E_HOMO (spin up / spin down) ... -7.64 / -7.64 eV
Relative energy (zero: lowest compared OMol25 entry of this formula, charge and spin) ... 145.7 kcal/mol
Frontier orbital gap (spin up / spin down) ... 8.09 / 8.09 eV

Last column: Mulliken charge in e.
CARTESIAN COORDINATES (ANGSTROEM)
C 0.48110 -1.00592 -0.08890  0.203
C -1.30017 0.53118 0.05877  -0.787
N 2.68296 0.29384 -0.08066  -0.445
O 1.33084 -0.04616 -0.10699  -0.206
O -0.80605 -0.76584 0.16883  -0.299
H 0.72379 -1.99458 0.04745  0.422
H -2.18462 0.64748 -0.60006  0.309
H -0.72617 1.14794 -0.50720  0.381
H -1.44128 1.01012 1.01158  0.295
H 3.29549 -0.54627 -0.08645  0.127

Entry 2:
Density functional theory data (ωB97M-V/def2-TZVPD) for C22H27IN3V as an isolated structure.

Computed properties:
Maximum force ... 0.24 eV/A
Total charge ... -1
Multiplicity ... 2
⟨S²⟩ ... 0.76
E_HOMO (spin up / spin down) ... -2.94 / -2.38 eV
Relative energy (zero: lowest compared OMol25 entry of this formula, charge and spin) ... 16.1 kcal/mol
Frontier orbital gap (spin up / spin down) ... 5.68 / 5.13 eV

Last column: Löwdin spin population.
CARTESIAN COORDINATES (ANGSTROEM)
V 0.18354 -1.49845 -0.63203  0.951
C -0.14697 -3.08355 2.06318  -0.001
N 0.09202 -1.69859 1.65895  0.007
C 1.36999 -1.22383 2.21107  0.005
C -0.95004 -0.77709 2.07834  0.004
C -1.64547 -0.92244 3.26112  0.001
C -2.55714 0.04387 3.68327  0.001
C -2.72603 1.17800 2.90596  0.001
C -2.03801 1.34191 1.71481  0.000
C -1.15247 0.35111 1.23942  0.004
N -0.43307 0.40082 0.09072  0.007
C -0.69792 1.39774 -0.85130  0.002
C -1.95955 1.52629 -1.43394  0.001
C -2.20327 2.41662 -2.46904  0.000
C -1.17316 3.20704 -2.94832  0.001
C 0.08670 3.11684 -2.37035  0.000
C 0.34233 2.23626 -1.32094  0.001
N 1.62704 2.13066 -0.73830  0.000
C 1.70025 2.49322 0.66401  0.000
C 2.73162 2.65956 -1.49495  0.000
H -0.06617 -3.22250 3.15019  0.000
H 0.59572 -3.71407 1.57370  0.000
H -1.13067 -3.39621 1.71993  0.000
H 1.33143 -1.19926 3.30875  0.000
H 1.56836 -0.22435 1.82704  0.001
H 2.17055 -1.88851 1.88912  0.001
H -1.48322 -1.80292 3.87060  0.000
H -3.11077 -0.08984 4.60363  0.000
H -3.41414 1.95314 3.22567  0.000
H -2.20641 2.22849 1.11689  0.000
H -2.74535 0.86809 -1.08073  0.000
H -3.19045 2.47016 -2.91252  0.000
H -1.34297 3.89773 -3.76558  0.000
H 0.88356 3.74824 -2.74106  0.000
H 1.70241 3.58768 0.80324  0.000
H 2.62008 2.09277 1.09897  0.000
H 0.85531 2.07301 1.20206  0.000
H 2.75505 3.76292 -1.54106  0.000
H 2.70785 2.27253 -2.51423  0.000
H 3.66357 2.33545 -1.02609  0.000
C 1.37761 -3.26058 -1.41121  -0.008
C 0.75714 -2.50227 -2.45037  0.001
C 1.38332 -1.21641 -2.50125  -0.003
C 2.38614 -1.20060 -1.50274  0.001
C 2.37999 -2.43850 -0.84243  0.001
H 1.15965 -4.28270 -1.14344  -0.001
H -0.03028 -2.85624 -3.09826  0.004
H 1.17272 -0.41696 -3.19598  0.001
H 3.00131 -0.35134 -1.24464  0.002
H 3.02273 -2.70751 -0.01615  0.002
I -2.36644 -4.22609 -1.01041  -0.001
C -1.91488 -2.09061 -0.84387  0.006
H -2.62159 -1.78011 -0.06747  0.004
H -2.32152 -1.71865 -1.79198  0.001

Entry 3:
Density functional theory data (ωB97M-V/def2-TZVPD) for one molecule with the formula C18H23N3O2 at a distorted geometry.

Computed properties:
Maximum force ... 5.08 eV/A
Multiplicity ... 1
E_HOMO ... -7.95 eV
Relative energy (zero: lowest compared OMol25 entry of this formula, charge and spin) ... 70.8 kcal/mol
Frontier orbital gap ... 8.45 eV

Last column: Mulliken charge in e.
CARTESIAN COORDINATES (ANGSTROEM)
O 1.15129 0.00894 2.74002  -0.680
C 0.48474 0.04292 1.71547  0.245
N 0.72523 -0.88576 0.69887  -0.019
C 1.87958 -1.72383 0.52498  -1.105
C 1.72056 -2.38139 -0.84834  0.248
C 0.55498 -3.41430 -0.91384  -0.323
C 0.66480 -4.05116 -2.36641  -0.716
N 2.03194 -4.59953 -2.42029  -0.313
C 3.03640 -3.62939 -2.47810  -0.875
C 3.07660 -2.94303 -1.18320  -0.607
C -0.35025 1.23007 1.48006  0.385
C -0.88796 1.50868 0.26665  0.556
N -1.62834 2.68690 0.39932  0.130
C -1.50766 3.05629 1.73997  -0.033
C -2.17980 4.15617 2.42770  -0.727
C -1.99521 4.32666 3.77975  -0.580
C -1.21060 3.41597 4.48589  -0.476
C -0.55409 2.40937 3.83223  -0.460
C -0.79203 2.17881 2.45084  0.262
C -2.48045 3.29281 -0.60853  -0.587
C -2.61190 2.26135 -1.71858  -0.716
C -1.30974 1.60225 -2.03449  -0.601
O -0.96212 0.83515 -0.92192  -0.394
H 0.18069 -0.71521 -0.14228  0.306
H 2.86386 -1.24838 0.42334  0.316
H 2.02428 -2.49009 1.35915  0.300
H 1.55592 -1.56612 -1.56478  0.142
H -0.38006 -2.77396 -0.86091  0.170
H 0.60464 -4.27242 -0.20874  0.333
H 0.41615 -3.28113 -3.12064  0.309
H -0.17760 -4.82255 -2.37757  0.368
H 2.12712 -5.28763 -3.09866  0.208
H 3.93374 -4.19888 -2.60723  0.459
H 2.91368 -3.01622 -3.39542  0.355
H 3.20287 -3.71040 -0.37884  0.262
H 3.95512 -2.23297 -1.21163  0.319
H -2.99687 4.63859 1.90076  0.248
H -2.50308 4.99366 4.46693  0.352
H -1.13725 3.57227 5.61019  0.292
H 0.14893 1.84148 4.39703  0.490
H -2.01708 4.19958 -0.97595  0.328
H -3.41919 3.55449 -0.19753  0.438
H -2.94091 2.61237 -2.71003  0.384
H -3.31471 1.54689 -1.25127  0.294
H -0.50326 2.29674 -2.17362  0.353
H -1.39297 0.97593 -2.93031  0.362

Entry 4:
Density functional theory data (ωB97M-V/def2-TZVPD) for a 2-piece molecular cluster, C5H7NO overall.

Computed properties:
Maximum force ... 0.47 eV/A
Multiplicity ... 1
E_HOMO ... -9.78 eV
Relative energy (zero: lowest compared OMol25 entry of this formula, charge and spin) ... 113.5 kcal/mol
Frontier orbital gap ... 10.80 eV

Last column: Mulliken charge in e.
CARTESIAN COORDINATES (ANGSTROEM)
C -0.04545 0.52602 -1.46705  -0.225
N -1.05889 0.48629 -2.22773  -0.549
C -1.12770 -0.19825 -0.91771  0.679
C -1.76466 -1.36375 -0.34062  -0.216
O -2.05906 -0.00391 0.08791  -0.442
H 0.92140 1.01394 -1.47506  0.335
H -2.57893 -1.86997 -0.85890  0.246
H -1.27617 -1.96244 0.42512  0.192
C 1.85008 1.07665 0.90622  -0.710
C 1.15513 0.04723 1.36750  -0.419
H 2.77985 0.94323 0.35712  0.317
H 1.50149 2.09969 1.02695  0.306
H 1.49603 -0.97743 1.23427  0.238
H 0.20687 0.18268 1.88196  0.249

Entry 5:
Density functional theory data (ωB97M-V/def2-TZVPD) for C24H54AsF6N6O24 as an isolated structure at a distorted geometry.

Computed properties:
Maximum force ... 6.38 eV/A
Total charge ... -1
Multiplicity ... 1
E_HOMO ... -3.45 eV
Relative energy (zero: lowest compared OMol25 entry of this formula, charge and spin) ... 146.1 kcal/mol
Frontier orbital gap ... 0.82 eV

Last column: Mulliken charge in e.
CARTESIAN COORDINATES (ANGSTROEM)
C -1.28286 -2.45326 -8.59733  -0.866
C -2.68593 -3.16104 -8.57356  0.596
O -3.16998 -3.64296 -9.59217  -0.630
N -3.31902 -3.21959 -7.37257  -0.120
H -3.13358 -2.61572 -6.59737  0.247
H 4.01572 8.65952 -7.30142  0.288
C -4.63234 -3.87404 -7.33498  -0.858
H -0.43043 -3.11705 -8.54444  0.247
H -1.17236 -1.78760 -7.72063  0.264
H -1.22767 -1.91778 -9.58959  0.259
H -5.27795 -3.40039 -8.08774  0.294
H -5.15069 -3.68143 -6.41272  0.291
H -4.50566 -4.94078 -7.47803  0.268
C -3.06765 -7.70531 3.09943  -0.781
C -4.11169 -8.44179 2.14429  0.748
O -4.60235 -9.52281 2.50379  -0.636
N -4.41564 -7.92449 0.95144  -0.067
H -4.12489 -6.96853 0.77066  0.185
H 10.37650 -2.24244 -5.50803  -0.341
C -5.10317 -8.73320 0.08351  -0.421
H -2.66973 -6.95685 2.36175  0.211
H -2.31884 -8.41152 3.40974  0.303
H -3.59402 -7.20116 3.94577  0.233
H -5.25919 -8.31431 -0.94401  0.281
H -5.67289 -9.49473 0.62068  0.285
H -6.70147 -6.05306 3.50011  0.267
C -3.71395 0.35260 0.49363  -0.763
C -3.30249 -0.77938 1.37767  0.755
O -3.61676 -0.96110 2.52985  -0.603
N -2.38147 -1.67896 0.65317  0.792
H -3.07604 -2.10540 -0.08023  0.341
H -1.63890 -1.13702 0.17259  0.141
C -1.65568 -2.58072 1.56143  -0.650
H -3.70079 0.07807 -0.54992  0.153
H -2.93732 1.09654 0.67183  0.136
H -4.73992 0.63436 0.83874  0.362
H -0.78069 -2.06949 2.05059  0.008
H -1.20322 -3.41974 0.98642  0.341
H -2.31718 -3.02615 2.32366  0.418
C 0.10066 1.56491 -1.75554  -1.515
C -0.02796 0.10576 -1.90458  0.662
O -0.45601 -0.60417 -1.00297  -0.837
N 0.34536 -0.43744 -3.14167  -0.059
H 3.36358 3.97489 -0.74719  0.386
H 0.82341 0.28266 -3.76339  0.256
C 0.28425 -1.77209 -3.57559  -0.807
H 1.11830 1.87625 -1.63402  0.402
H -0.41264 1.81662 -0.90193  0.329
H -0.36814 2.08179 -2.54580  0.486
H 0.12493 -1.83163 -4.65470  0.241
H -0.49780 -2.40313 -3.16553  0.197
H 1.19773 -2.22279 -3.25496  0.346
C 5.79599 4.44458 1.03304  -0.733
C 5.63405 4.53292 2.59334  0.648
O 5.98708 5.42924 3.23901  -0.582
N 4.96196 3.43001 3.19278  -0.142
H 4.61521 2.63539 2.65210  0.190
H 4.48003 -0.58270 4.89188  0.316
C 4.80718 3.41865 4.64910  -0.949
H 5.14961 3.68249 0.68550  0.006
H 6.81615 4.18385 0.83484  0.308
H 5.54392 5.42155 0.62962  0.291
H 3.83912 3.90400 4.86013  0.195
H 5.53296 4.05333 5.00580  0.448
H 4.91558 2.46488 5.08616  0.320
C 0.75379 3.60177 5.85067  -0.450
C -0.48894 3.24373 6.67780  0.496
O -1.37117 4.04335 6.83853  -0.657
N -0.58876 1.92937 7.03707  -0.058
H 0.18360 1.25386 6.86078  0.199
H 1.91027 0.59044 2.94056  0.130
C -1.72991 1.50154 7.86360  -0.931
H 1.16548 2.69713 5.48981  -0.120
H 1.46818 4.08538 6.51057  0.297
H 0.63017 4.25824 4.97150  0.340
H -2.63423 1.52012 7.26528  0.255
H -1.86974 2.21842 8.68901  0.321
H -1.50533 0.48511 8.24023  0.333
As -4.30677 -2.12924 -2.75571  2.030
F -4.52872 -1.47597 -4.37878  -0.502
F -5.40537 -3.36679 -3.10771  -0.447
F -4.02653 -2.72350 -0.98586  -0.782
F -3.16522 -0.81717 -2.39204  -0.477
F -5.65230 -1.26992 -2.12547  -0.462
F -2.84045 -3.10587 -3.07832  -0.477
O 2.66261 7.96117 -5.50997  -0.438
C 4.00914 7.93079 -5.45450  0.773
O 4.57429 8.44846 -6.56439  -0.451
O 4.65008 7.39001 -4.61157  -0.532
H 2.30160 8.67140 -6.09198  0.300
O 3.13009 5.30400 -3.65992  -0.417
C 2.85831 4.39475 -2.71460  0.718
O 2.11990 3.48954 -2.82641  -0.540
O 3.40020 4.67092 -1.56946  -0.456
H 3.87607 5.98617 -3.41969  0.385
O 0.90047 1.65429 1.29722  -0.281
C 2.18160 1.72428 1.48023  0.834
O 2.65794 0.96370 2.43118  -0.393
O 2.96256 2.29193 0.71154  -0.681
H 0.28350 1.23832 1.93212  0.282
O -6.02478 -6.63124 3.70447  -0.577
C 9.43251 8.70312 -7.16300  0.757
O 9.97140 9.32672 -8.01399  -0.414
O 8.86753 8.07215 -6.38124  -0.341
H -5.92801 -6.85629 4.69232  0.316
O 1.85044 -1.60815 5.92176  -0.540
C 2.97041 -1.67386 5.27447  0.747
O 3.41882 -2.71635 4.88120  -0.582
O 3.63109 -0.53707 5.40552  -0.385
H 1.30727 -0.84486 5.67345  0.314
O -1.13832 -0.51832 4.84245  -0.529
C -0.34386 -0.01212 3.87148  0.547
O 0.76906 0.33830 4.25992  -0.499
O -0.77283 0.09286 2.72934  -0.631
H -1.94940 -0.52573 4.38906  0.297

Entry 6:
Density functional theory data (ωB97M-V/def2-TZVPD) for C9H16ClIN2O2PTi as an isolated structure at a distorted geometry.

Computed properties:
Maximum force ... 7.65 eV/A
Total charge ... +3
Multiplicity ... 1
E_HOMO (spin up / spin down) ... -19.88 / -19.88 eV
Frontier orbital gap (spin up / spin down) ... 6.45 / 6.45 eV

Last column: Mulliken charge in e.
CARTESIAN COORDINATES (ANGSTROEM)
C 2.41471 -2.83172 2.43883  -1.086
C 1.85285 -1.58129 1.89295  0.875
H 3.49393 -2.92110 2.24664  0.363
H 1.89141 -3.70178 2.00830  0.317
H 2.25136 -2.84737 3.52542  0.463
O 2.51451 -0.83884 1.09685  -0.387
I 1.61870 1.11698 -2.31523  0.218
Ti 1.15444 -0.11741 -0.17504  -0.031
P 0.84293 -2.31248 -1.40154  1.217
C 0.16969 -2.29767 -3.08514  -1.060
C 2.51304 -2.99444 -1.62373  -1.227
H 0.05497 -3.56881 0.53599  0.328
H 0.37451 -4.61322 -0.88808  0.415
H -1.11429 -3.60580 -0.81993  0.457
C -0.04693 -3.65287 -0.55655  -1.341
H 3.00535 -3.14772 -0.65133  0.330
H 2.41378 -3.95706 -2.14639  0.480
H 0.57857 -3.15300 -3.64203  0.408
H 0.44678 -1.36269 -3.58852  0.332
H 3.11758 -2.30340 -2.22596  0.408
H -0.92457 -2.36718 -3.04206  0.379
C 1.19476 1.70578 0.89870  0.553
O 1.18999 2.63037 1.59652  -0.063
Cl 0.38514 -1.04394 2.60028  0.095
N -3.10910 -0.09881 0.22096  -0.010
C -2.94410 1.22826 -0.15809  -0.660
C -1.60784 1.40893 -0.34243  -0.346
N -0.95962 0.20672 -0.06486  0.517
C -1.89682 -0.68272 0.26181  -0.486
H -3.99142 -0.55444 0.44006  0.275
H -3.76427 1.90511 -0.31209  0.423
H -1.05232 2.28284 -0.64463  0.447
H -1.73497 -1.72654 0.48666  0.397

Entry 7:
Density functional theory data (ωB97M-V/def2-TZVPD) for a 2-piece molecular cluster, C2H8Cl2N2Si overall at a distorted geometry.

Computed properties:
Maximum force ... 5.22 eV/A
Multiplicity ... 1
E_HOMO (spin up / spin down) ... -7.57 / -7.10 eV
Relative energy (zero: lowest compared OMol25 entry of this formula, charge and spin) ... 61.3 kcal/mol
Frontier orbital gap (spin up / spin down) ... 7.34 / 7.92 eV

Last column: Mulliken charge in e.
CARTESIAN COORDINATES (ANGSTROEM)
C 1.18622 -1.67882 -1.17783  -0.722
C -2.06509 1.18432 1.77279  -0.912
N 0.89124 0.43816 -2.26169  -0.305
N 0.35206 -0.52345 -1.48397  -0.215
Si -0.29234 0.51440 1.63727  0.477
Cl 1.15617 1.90204 1.99719  -0.256
Cl -0.09809 -0.98507 2.84798  -0.204
H 1.87195 -1.44364 -0.39541  0.247
H 0.46045 -2.35503 -0.82643  0.270
H 1.78388 -1.97318 -2.12969  0.323
H -2.29520 1.81992 2.69451  0.289
H -2.31352 1.59318 0.85046  0.313
H -2.72374 0.29784 1.90695  0.262
H 1.81339 0.26678 -2.67651  0.233
H 0.27263 0.94255 -2.75561  0.200

Entry 8:
Density functional theory data (ωB97M-V/def2-TZVPD) for a 10-piece molecular cluster, C6H32O10 overall at a distorted geometry.

Computed properties:
Maximum force ... 4.51 eV/A
Multiplicity ... 1
E_HOMO ... -9.84 eV
Relative energy (zero: lowest compared OMol25 entry of this formula, charge and spin) ... 83.3 kcal/mol
Frontier orbital gap ... 9.72 eV

Last column: Mulliken charge in e.
CARTESIAN COORDINATES (ANGSTROEM)
C -1.05468 1.85487 -2.07424  -0.359
C -2.20875 0.99542 -2.60160  -0.725
C -3.18618 0.50757 -1.46775  -0.652
C -2.62093 -0.66343 -0.77364  -0.787
C -1.63387 -0.54026 0.38206  2.475
C -2.09965 -0.40451 1.89690  -0.439
O -2.07234 0.96003 2.29375  -0.602
H -0.88314 1.76786 -1.01600  -0.505
H -0.21538 1.78308 -2.70643  0.295
H -1.56511 2.81546 -2.15521  0.381
H -1.87732 0.05757 -3.17215  0.275
H -2.83440 1.48973 -3.26733  0.503
H -3.31260 1.27109 -0.65295  0.322
H -4.19645 0.55139 -1.98759  0.336
H -3.41147 -1.31363 -0.36437  0.441
H -2.16040 -1.23903 -1.69616  0.251
H -0.99428 -1.35951 0.18344  -1.141
H -1.12989 0.40842 0.19980  -0.968
H -1.46752 -1.04675 2.55453  0.200
H -3.12325 -0.64190 2.05450  0.418
H -1.56929 1.47778 1.47107  0.469
O 1.10536 0.20593 -2.98672  -0.670
H 0.66170 -0.58826 -2.54604  0.429
H 0.77753 0.27598 -3.89315  0.296
O 0.11614 2.71136 1.06827  -0.677
H 0.58605 1.97872 0.53760  0.287
H -0.34272 3.10639 0.24647  0.458
O 0.98062 0.64494 3.21982  -0.623
H 0.20881 0.94956 2.71643  0.392
H 1.06626 1.10931 3.99865  0.212
O 1.34038 -1.60419 1.22285  -0.515
H 1.78838 -0.84780 0.77280  0.305
H 2.13896 -2.01929 1.62866  0.253
O 1.37773 1.83443 -0.86875  -0.771
H 1.37882 1.48527 -1.80605  0.449
H 2.01926 1.36520 -0.33346  0.150
O 3.33986 -0.87640 -0.31114  -0.509
H 4.20776 -1.11739 0.06338  0.272
H 3.44856 0.01569 -0.36584  0.250
O 0.03082 -3.76267 0.94463  -0.639
H 0.40181 -2.91549 0.82203  0.282
H -0.30301 -3.89867 1.81342  0.299
O 0.68718 -2.45980 -2.03396  -0.766
H 0.13459 -2.72452 -1.29318  0.275
H 1.51352 -2.36971 -1.56570  0.348
O 3.04517 0.88542 1.62545  -0.602
H 2.39226 0.92757 2.33761  0.337
H 3.87901 0.43557 1.85717  0.290